Entry 1:
The following is a DFT calculation (wB97M-V/def2-TZVPD) of a single C17H14Cl2N4O molecule at a distorted geometry.

## Properties
LUMO energy, eV: -0.3
Max |F|, hartree/bohr: 0.0220
Kohn-Sham gap, hartree: 0.256
E_tot, hartree: -1870.8441
SMILES string: COc1ccc(-c2cn(/N=C/c3ccc(Cl)cc3Cl)c(N)n2)cc1
2S+1: 1

Structure (XYZ):
```
38
Properties=species:S:1:pos:R:3:forces:R:3:lowdin_charge:R:1
C -8.348092 -2.274202 -0.092788 -0.1 -0.2 0.0 -0.09
O -7.934189 -0.930872 -0.077025 0.2 0.3 0.0 -0.09
C -6.598787 -0.659148 -0.046186 0.1 0.2 0.0 -0.28
C -6.252216 0.694311 -0.029202 -0.2 -0.2 0.0 0.00
C -4.932396 1.076579 0.001926 0.2 -0.2 0.0 -0.02
C -3.911049 0.122332 0.016805 -0.5 -0.3 0.0 -0.18
C -2.529837 0.556457 0.048540 1.1 -0.2 0.0 -0.24
C -1.382859 -0.188361 0.065839 -0.8 -0.4 0.0 0.00
N -0.336922 0.717686 0.085598 -0.8 0.6 0.0 -0.06
N 0.981997 0.588285 0.065710 0.8 -0.3 0.0 0.06
C 1.570553 -0.546584 0.091230 -1.1 0.2 0.0 -0.09
C 3.008566 -0.667938 0.054706 0.8 0.1 0.0 -0.22
C 3.562967 -1.953004 0.129143 -0.1 0.3 0.0 -0.03
C 4.922339 -2.172042 0.101102 0.2 0.1 0.0 -0.10
C 5.779026 -1.084952 -0.006895 -0.4 0.1 0.0 -0.67
Cl 7.483359 -1.330673 -0.044873 0.2 0.0 0.0 0.69
C 5.273641 0.202612 -0.085743 0.1 -0.1 0.0 -0.13
C 3.904413 0.406676 -0.054372 -0.1 -0.5 0.0 -0.59
Cl 3.359213 2.028117 -0.159997 0.4 0.6 -0.1 0.76
C -0.924179 1.977683 0.087024 0.1 -0.6 0.0 -0.39
N -0.155797 3.087063 0.182543 0.3 0.2 0.0 0.17
N -2.218229 1.906638 0.062212 -0.1 0.3 0.0 0.16
C -4.263771 -1.224348 -0.000025 0.1 0.4 0.0 -0.02
C -5.589424 -1.616238 -0.031037 -0.3 -0.2 0.0 -0.02
H -7.982573 -2.798321 -0.982153 0.0 0.0 0.0 0.09
H -9.436567 -2.247602 -0.114363 0.1 -0.1 0.0 0.09
H -8.018198 -2.808273 0.804507 0.0 0.0 0.0 0.09
H -7.046556 1.424065 -0.040808 -0.1 0.1 0.0 0.12
H -4.655729 2.118400 0.016356 0.0 0.1 0.0 0.10
H -1.226601 -1.245292 0.058295 0.0 -0.2 0.0 0.10
H 1.027481 -1.492717 0.144332 -0.1 0.1 0.0 0.12
H 2.895425 -2.797749 0.212999 -0.1 -0.1 0.0 0.11
H 5.320562 -3.172045 0.161388 0.1 -0.1 0.0 0.11
H 5.940231 1.046050 -0.171175 0.0 0.1 0.0 0.10
H -0.589189 3.955769 -0.075646 0.0 0.0 0.0 0.10
H 0.820046 2.959522 -0.037239 -0.1 0.1 0.0 0.04
H -3.496076 -1.983195 0.011487 0.1 -0.1 0.0 0.11
H -5.822778 -2.669745 -0.043020 -0.1 -0.1 0.0 0.10
```
Positions in Å, forces in eV/Å.


Entry 2:
The following is a DFT calculation (wB97M-V/def2-TZVPD) of a single C17H14Cl2N6S2 molecule at a distorted geometry.

## Properties
LUMO energy, eV: 0.3
Max |F|, hartree/bohr: 0.0455
Kohn-Sham gap, hartree: 0.304
E_tot, hartree: -2701.4899
ΔE to the lowest compared entry with this formula, charge and spin, kJ/mol: 0.0
SMILES string: CCSc1nc2ccc(NCn3nnnc3-c3ccc(Cl)c(Cl)c3)cc2s1
2S+1: 1

Structure (XYZ):
```
41
Properties=species:S:1:pos:R:3:forces:R:3:lowdin_charge:R:1
C 1.071956 -3.914247 5.247191 0.6 -0.9 -1.1 -0.18
C 0.454309 -3.131757 4.081746 -0.4 0.1 0.5 -0.53
S 0.812053 -4.049197 2.548469 0.5 0.0 -0.1 0.88
C 0.099297 -3.000660 1.336855 -2.0 0.6 0.9 -0.96
N -1.072330 -2.440926 1.552235 1.1 0.1 -0.5 0.04
C -1.416568 -1.582024 0.493693 0.4 -0.6 0.3 -0.31
C -2.557060 -0.749865 0.418717 0.4 -0.3 0.9 -0.01
C -2.741732 0.123229 -0.642457 0.7 -1.0 0.6 -0.03
C -1.801800 0.101873 -1.690729 0.4 -0.5 0.1 -0.28
N -2.007224 0.971525 -2.750531 0.5 0.5 -0.9 0.04
C -0.928955 1.483981 -3.616961 -1.5 -0.3 0.6 -0.09
N -0.597509 2.877429 -3.312137 1.5 -1.7 0.5 -0.05
N -1.019982 3.971247 -3.960343 0.0 -0.5 1.3 0.05
N -0.543835 4.933044 -3.279719 0.4 1.9 -0.5 -0.04
N 0.276096 4.543522 -2.258462 -0.8 0.7 -0.9 0.11
C 0.246034 3.253857 -2.299822 -1.4 0.1 -0.7 -0.32
C 0.876527 2.431510 -1.297603 -0.1 -1.1 1.6 -0.18
C 0.231363 2.209326 -0.039127 1.8 -0.4 -0.4 0.02
C 0.967714 1.464742 0.926100 -1.3 0.8 -1.0 -0.08
C 2.211345 0.922405 0.630191 0.5 -0.2 -0.5 -0.68
Cl 2.997375 -0.106081 1.772330 -0.1 0.1 0.2 0.69
C 2.828651 1.143383 -0.614750 -1.0 0.0 0.3 -0.67
Cl 4.336664 0.431309 -1.083409 -0.3 0.2 0.3 0.69
C 2.138155 1.907566 -1.550068 1.1 -0.1 -0.7 -0.06
C -0.719584 -0.806912 -1.647963 0.5 0.5 -1.3 -0.05
C -0.486906 -1.605547 -0.557154 -0.4 0.0 0.8 -0.46
S 0.893154 -2.648356 -0.169768 -0.9 0.6 -0.2 1.01
H 0.819058 -3.494834 6.200844 -0.2 0.3 0.4 0.06
H 2.167729 -3.921401 5.124239 -0.3 0.0 0.3 0.07
H 0.741420 -4.977509 5.227657 0.1 0.7 0.1 0.08
H 0.856149 -2.095787 4.042161 -0.3 -0.7 -0.2 0.08
H -0.635866 -3.131733 4.199391 0.3 0.3 -0.1 0.07
H -3.216636 -0.757352 1.298279 0.2 0.0 -0.6 0.12
H -3.586649 0.800138 -0.626852 0.1 0.0 -0.2 0.11
H -2.862890 1.522535 -2.691277 0.6 -0.2 -0.2 0.14
H -0.058913 0.848603 -3.485210 0.1 0.2 0.1 0.11
H -1.247755 1.389310 -4.646377 0.0 0.4 -0.3 0.13
H -0.758783 2.642228 0.173072 0.7 -0.4 -0.1 0.13
H 0.510036 1.301015 1.894069 0.2 -0.1 0.0 0.11
H 2.709884 2.078087 -2.494671 -1.0 0.0 0.7 0.13
H 0.016007 -0.937676 -2.451849 -0.5 0.5 0.0 0.11
```
Positions in Å, forces in eV/Å.


Entry 3:
The following is a DFT calculation (wB97M-V/def2-TZVPD) of a molecular structure, C17H14Cl3CuF24NaO6 at a distorted geometry.

## Properties
LUMO energy (alpha / beta), eV: -0.7 / -0.8
Max |F|, hartree/bohr: 0.0794
Kohn-Sham gap (alpha / beta), hartree: 0.155 / 0.274
E_tot, hartree: -6687.7359
2S+1: 2

Structure (XYZ):
```
66
Properties=species:S:1:pos:R:3:forces:R:3:mulliken_spin:R:1
Na -9.104570 11.690230 18.735150 1.0 0.0 0.7 0.14
Cu -8.220320 13.793690 22.059630 -0.3 -0.3 -0.6 0.92
O -5.319710 11.429240 20.658200 1.5 -0.4 0.8 0.01
C -6.495070 11.517470 20.104800 -1.7 0.6 -1.6 0.06
O -7.367190 12.219290 20.577920 -2.3 2.1 2.2 -0.07
O -6.672720 10.946550 19.014090 0.1 -1.7 -1.8 0.04
H -4.980350 10.833070 19.986630 1.5 -0.5 0.1 0.00
C -3.298260 11.212340 16.582040 0.5 -0.9 0.7 0.00
C -3.305590 9.836520 17.405020 -0.8 -0.2 -2.4 0.00
C -4.439740 8.874570 16.952870 -1.8 3.2 1.8 0.00
F -4.383950 8.487540 15.710530 1.2 -1.1 -1.9 0.00
F -4.576990 7.844180 17.793950 0.4 -0.8 0.3 0.00
F -2.149750 9.141790 17.205470 0.4 0.8 0.1 0.00
F -3.431360 10.089970 18.702590 0.0 0.1 0.9 0.00
O -4.513630 11.959220 16.728500 -1.2 -0.8 -0.1 0.00
C -4.637300 13.185400 16.062130 0.8 -3.4 0.1 0.01
C -5.907240 13.867400 16.632240 0.2 0.1 1.6 -0.01
F -6.167240 15.050750 16.057570 0.5 0.0 -0.1 0.00
F -7.034590 13.138630 16.574590 -0.3 -0.9 -1.2 0.00
F -3.467120 13.755350 16.342830 0.0 2.3 -0.4 0.00
F -4.693990 12.992640 14.717480 -0.2 0.4 0.4 0.00
H -3.081050 10.939570 15.549310 -0.1 0.2 -0.1 0.00
H -2.473870 11.768150 17.028740 0.1 0.0 -0.2 0.00
H -5.333050 9.497730 16.994840 -0.4 0.0 0.6 0.00
H -5.782080 13.901740 17.714480 0.7 0.9 0.1 0.00
C -5.755790 16.119770 21.263930 0.0 -0.8 -0.3 -0.01
C -6.562500 17.329260 21.707300 0.2 0.1 0.6 0.01
C -6.443540 18.574280 20.735620 -1.3 -0.7 -0.4 0.00
F -6.410190 19.757210 21.372190 0.4 -0.3 0.4 0.00
F -5.337150 18.428130 19.976920 0.6 0.1 0.0 0.00
F -7.848320 16.926590 21.857090 -0.3 0.4 -0.6 -0.01
F -6.190310 17.742650 22.915280 0.6 0.4 1.1 0.00
O -6.027840 14.891420 22.027230 0.9 0.4 0.2 -0.11
C -5.000890 14.491800 22.935590 -2.6 -0.6 -1.2 -0.01
C -5.533430 13.213260 23.723630 0.2 -1.7 -2.0 0.02
F -4.850550 12.885170 24.816340 0.7 1.0 0.9 0.00
F -6.845330 13.273400 24.057090 0.1 0.9 0.2 -0.02
F -3.884480 14.198340 22.215790 -0.3 0.2 1.0 0.00
F -4.818600 15.484020 23.765870 1.3 0.9 0.9 0.00
H -4.684030 16.314350 21.224100 -0.1 0.1 0.1 0.00
H -6.118200 15.965220 20.247630 0.2 -0.6 -0.1 0.00
H -7.300810 18.630080 20.064750 -0.1 -0.3 0.0 0.00
H -5.426930 12.330630 23.092980 -0.1 0.3 -0.7 0.00
C -2.297450 7.331130 20.901200 1.3 0.0 -0.2 0.00
C -0.803620 6.988430 21.257070 -0.3 1.9 -1.2 0.00
C 0.076810 6.350720 20.169110 0.5 0.2 -0.8 0.00
F -0.514390 5.348350 19.518120 -1.2 -1.1 0.1 0.00
F 0.382670 7.228520 19.188780 0.1 0.7 0.3 0.00
F -0.101540 8.100770 21.658200 -0.4 0.1 -0.4 0.00
F -0.754810 6.186880 22.288030 -0.4 -1.6 1.6 0.00
O -2.830070 8.056820 22.017340 -3.0 -1.1 0.0 0.00
C -4.291160 8.010910 22.082150 1.7 1.1 0.4 0.00
C -4.720420 8.699860 23.385010 0.6 -0.7 2.3 0.00
F -4.260540 9.945350 23.573330 -0.1 0.4 -0.9 0.00
F -6.056640 8.688700 23.649190 0.3 0.1 -1.1 0.00
F -4.799700 8.621620 21.009820 -0.2 -0.3 -0.5 0.00
F -4.813610 6.770480 22.175030 0.6 0.1 -0.6 0.00
H -2.756760 6.372140 20.661460 -0.4 -0.1 0.6 0.00
H -2.395450 7.920760 19.989700 0.4 0.2 0.0 0.00
H 0.991900 5.938460 20.594270 0.1 0.4 0.4 0.00
H -4.277810 8.100550 24.180640 0.2 -0.2 0.0 0.00
C -7.996790 7.602600 19.525790 1.4 0.2 -0.4 0.00
Cl -7.715310 5.932370 19.002690 -0.4 0.0 0.2 0.00
Cl -8.360040 7.789390 21.210870 -0.2 -0.2 0.3 0.00
Cl -9.172360 8.412400 18.512590 -0.6 0.1 -0.4 0.00
H -7.046390 8.096960 19.324710 -0.2 0.1 0.2 0.00
```
Positions in Å, forces in eV/Å.